No. 1
{"formula": "C4H12NO", "method": "ωB97M-V with the def2-TZVPD basis set", "species": ["C", "C", "C", "C", "N", "H", "H", "H", "H", "H", "H", "H", "H", "H", "H", "H", "H", "O"], "xyz": [[-0.942, 2.063, -2.244], [-0.348, 0.638, -2.260], [0.491, 0.271, -1.090], [0.011, -0.037, 0.111], [0.962, -0.504, 1.168], [-0.198, 2.829, -2.455], [-1.419, 2.294, -1.293], [-1.700, 2.141, -3.020], [0.268, 0.475, -3.144], [-1.229, -0.001, -2.332], [1.566, 0.402, -1.189], [-1.003, 0.111, 0.451], [0.419, -1.113, 1.813], [1.758, -1.027, 0.844], [1.246, 0.321, 1.695], [0.445, -2.123, 3.961], [-0.766, -2.721, 3.264], [-0.169, -1.957, 3.237]], "forces_ev_per_angstrom": [[0.4, 0.1, -0.2], [-0.7, 0.4, -0.3], [-0.3, 0.5, 0.9], [1.0, -0.1, -0.9], [-1.6, 1.0, 0.3], [0.1, 0.0, 0.1], [0.0, -0.1, 0.1], [0.0, 0.0, 0.0], [-0.2, 0.1, -0.1], [0.3, -0.4, 0.1], [0.1, -0.6, -0.2], [-0.1, -0.5, 0.0], [0.3, -0.1, 0.4], [0.4, -0.1, -0.5], [0.4, -0.2, 0.2], [0.1, 0.1, 0.1], [0.0, 0.3, -0.1], [-0.1, -0.4, 0.0]], "e_homo_ev": -14.2, "total_charge": 1, "orbital_gap_ev": 10.9, "max_force_ev_per_a": 1.93, "e_above_lowest_kj_mol": 102.1, "e_tot_ev": -7873.2331}

***

No. 2
{"formula": "C64H176N16O16", "method": "ωB97M-V with the def2-TZVPD basis set", "species": ["C", "C", "C", "O", "C", "N", "H", "H", "H", "H", "H", "H", "H", "H", "H", "H", "H", "C", "C", "C", "O", "C", "N", "H", "H", "H", "H", "H", "H", "H", "H", "H", "H", "H", "C", "C", "C", "O", "C", "N", "H", "H", "H", "H", "H", "H", "H", "H", "H", "H", "H", "C", "C", "C", "O", "C", "N", "H", "H", "H", "H", "H", "H", "H", "H", "H", "H", "H", "C", "C", "C", "O", "C", "N", "H", "H", "H", "H", "H", "H", "H", "H", "H", "H", "H", "C", "C", "C", "O", "C", "N", "H", "H", "H", "H", "H", "H", "H", "H", "H", "H", "H", "C", "C", "C", "O", "C", "N", "H", "H", "H", "H", "H", "H", "H", "H", "H", "H", "H", "C", "C", "C", "O", "C", "N", "H", "H", "H", "H", "H", "H", "H", "H", "H", "H", "H", "C", "C", "C", "O", "C", "N", "H", "H", "H", "H", "H", "H", "H", "H", "H", "H", "H", "C", "C", "C", "O", "C", "N", "H", "H", "H", "H", "H", "H", "H", "H", "H", "H", "H", "C", "C", "C", "O", "C", "N", "H", "H", "H", "H", "H", "H", "H", "H", "H", "H", "H", "C", "C", "C", "O", "C", "N", "H", "H", "H", "H", "H", "H", "H", "H", "H", "H", "H", "C", "C", "C", "O", "C", "N", "H", "H", "H", "H", "H", "H", "H", "H", "H", "H", "H", "C", "C", "C", "O", "C", "N", "H", "H", "H", "H", "H", "H", "H", "H", "H", "H", "H", "C", "C", "C", "O", "C", "N", "H", "H", "H", "H", "H", "H", "H", "H", "H", "H", "H", "C", "C", "C", "O", "C", "N", "H", "H", "H", "H", "H", "H", "H", "H", "H", "H", "H"], "xyz": [[6.943, -8.445, -4.617], [6.351, -8.355, -3.191], [5.322, -7.156, -3.030], [4.753, -7.138, -1.674], [4.525, -5.907, -1.055], [5.592, -9.593, -3.009], [7.706, -7.710, -4.871], [6.178, -8.518, -5.390], [7.447, -9.411, -4.573], [7.147, -8.412, -2.449], [4.464, -7.250, -3.696], [5.837, -6.226, -3.269], [4.429, -6.031, 0.024], [3.638, -5.387, -1.414], [5.370, -5.220, -1.100], [4.895, -9.523, -2.281], [5.048, -9.882, -3.809], [-5.508, -0.705, -5.482], [-4.548, 0.025, -6.393], [-4.838, -0.335, -7.875], [-3.804, 0.085, -8.753], [-3.917, -0.384, -10.079], [-4.636, 1.405, -6.112], [-5.294, -0.526, -4.428], [-5.273, -1.762, -5.606], [-6.567, -0.568, -5.702], [-3.531, -0.321, -6.205], [-5.727, 0.185, -8.233], [-5.009, -1.407, -7.968], [-4.848, -0.139, -10.590], [-3.750, -1.459, -10.022], [-3.116, -0.031, -10.729], [-3.975, 1.758, -5.435], [-4.413, 1.917, -6.953], [-2.034, -6.532, -1.462], [-2.050, -7.876, -2.304], [-2.396, -7.584, -3.840], [-2.394, -8.733, -4.656], [-2.645, -8.399, -6.062], [-0.786, -8.587, -1.968], [-3.043, -6.135, -1.350], [-1.395, -5.809, -1.970], [-1.561, -6.608, -0.483], [-2.843, -8.453, -1.828], [-1.718, -6.828, -4.235], [-3.402, -7.171, -3.915], [-2.648, -9.356, -6.583], [-1.921, -7.734, -6.532], [-3.538, -7.785, -6.180], [-0.714, -9.385, -2.583], [-0.058, -7.943, -2.242], [-3.519, 8.669, -4.268], [-2.801, 8.398, -5.596], [-2.706, 9.537, -6.651], [-4.054, 9.814, -7.114], [-4.086, 10.809, -8.128], [-1.533, 7.873, -5.239], [-3.732, 7.749, -3.724], [-4.419, 9.213, -4.555], [-2.838, 9.284, -3.680], [-3.291, 7.537, -6.051], [-1.996, 9.148, -7.381], [-2.339, 10.474, -6.232], [-3.489, 11.674, -7.840], [-5.122, 11.149, -8.148], [-3.798, 10.488, -9.129], [-1.146, 7.446, -6.069], [-1.660, 7.134, -4.562], [9.953, 3.459, -4.379], [10.891, 4.601, -4.739], [12.351, 4.314, -4.615], [12.589, 3.949, -3.220], [13.967, 3.747, -3.041], [10.509, 4.874, -6.138], [10.123, 3.134, -3.353], [10.168, 2.537, -4.919], [8.918, 3.771, -4.517], [10.529, 5.473, -4.194], [12.916, 5.216, -4.852], [12.618, 3.526, -5.320], [14.514, 4.687, -2.973], [14.418, 3.190, -3.863], [14.179, 3.189, -2.129], [10.701, 4.020, -6.642], [11.125, 5.562, -6.547], [4.391, -6.126, 6.595], [2.902, -5.896, 6.727], [2.373, -6.938, 7.697], [2.363, -8.248, 7.114], [1.741, -9.207, 8.002], [2.608, -4.483, 6.929], [4.868, -6.267, 7.564], [4.837, -5.281, 6.070], [4.643, -7.013, 6.014], [2.487, -6.141, 5.750], [1.361, -6.599, 7.919], [2.913, -6.915, 8.643], [0.787, -8.951, 8.462], [2.404, -9.380, 8.850], [1.732, -10.197, 7.545], [3.150, -3.946, 6.267], [2.962, -4.279, 7.853], [4.115, 8.344, -2.117], [3.983, 9.885, -2.082], [4.114, 10.644, -3.451], [3.947, 12.085, -3.412], [4.818, 12.714, -2.486], [2.602, 10.061, -1.530], [5.034, 8.116, -2.658], [3.314, 7.815, -2.634], [4.111, 7.855, -1.143], [4.731, 10.328, -1.425], [3.428, 10.167, -4.151], [5.106, 10.440, -3.852], [4.777, 13.798, -2.588], [5.853, 12.467, -2.723], [4.590, 12.509, -1.440], [2.176, 9.582, -2.310], [2.325, 11.013, -1.721], [4.771, 4.826, -10.811], [4.210, 5.886, -9.837], [3.556, 5.317, -8.598], [2.213, 5.059, -8.852], [1.803, 3.915, -9.639], [5.402, 6.694, -9.468], [5.026, 3.927, -10.249], [5.715, 5.056, -11.306], [4.022, 4.662, -11.585], [3.538, 6.617, -10.288], [3.608, 5.909, -7.685], [4.069, 4.392, -8.336], [0.727, 4.002, -9.787], [1.895, 2.970, -9.103], [2.215, 3.865, -10.647], [5.923, 6.754, -10.331], [5.999, 6.195, -8.824], [7.861, -3.171, -7.738], [6.939, -2.989, -8.902], [5.705, -2.068, -8.581], [4.913, -2.779, -7.627], [3.888, -2.158, -6.940], [7.642, -2.438, -10.051], [8.428, -2.268, -7.512], [8.639, -3.902, -7.956], [7.358, -3.466, -6.817], [6.532, -3.934, -9.265], [5.132, -1.853, -9.483], [6.188, -1.135, -8.288], [3.546, -2.686, -6.050], [2.927, -1.838, -7.343], [4.272, -1.244, -6.486], [6.950, -2.553, -10.778], [8.362, -3.114, -10.263], [1.831, 1.531, -1.035], [0.420, 1.149, -0.706], [0.360, 0.574, 0.741], [-0.816, -0.203, 1.054], [-0.931, -0.692, 2.421], [-0.419, 2.340, -0.788], [1.903, 2.134, -1.940], [2.510, 0.684, -1.141], [2.298, 2.143, -0.264], [-0.058, 0.461, -1.403], [0.544, 1.423, 1.399], [1.183, -0.088, 1.007], [-0.063, -1.311, 2.648], [-1.820, -1.323, 2.398], [-1.024, 0.142, 3.116], [-1.266, 2.125, -0.281], [0.031, 3.005, -0.176], [-12.619, -1.335, 0.060], [-11.423, -0.844, 0.734], [-10.145, -0.428, -0.042], [-9.135, 0.032, 0.917], [-8.612, 1.317, 0.550], [-11.926, 0.066, 1.775], [-13.382, -1.728, 0.731], [-12.374, -2.311, -0.358], [-13.034, -0.765, -0.771], [-11.081, -1.691, 1.328], [-10.504, 0.326, -0.742], [-9.674, -1.282, -0.527], [-8.071, 1.820, 1.351], [-9.424, 1.925, 0.153], [-7.903, 1.190, -0.268], [-11.061, 0.273, 2.254], [-12.331, -0.584, 2.434], [-2.353, 6.389, 3.794], [-2.054, 7.205, 2.557], [-2.360, 8.657, 2.690], [-3.752, 8.947, 2.555], [-4.001, 10.348, 2.268], [-0.636, 6.983, 2.270], [-2.264, 5.319, 3.606], [-3.364, 6.490, 4.190], [-1.607, 6.474, 4.584], [-2.590, 6.793, 1.702], [-1.850, 9.193, 1.889], [-1.880, 9.020, 3.599], [-3.533, 10.969, 3.031], [-5.057, 10.618, 2.255], [-3.586, 10.632, 1.301], [-0.054, 7.302, 3.031], [-0.335, 7.556, 1.495], [-1.687, 1.093, 10.457], [-1.461, 0.971, 11.984], [-1.450, -0.588, 12.536], [-1.148, -0.622, 13.889], [-1.357, -1.961, 14.334], [-0.198, 1.596, 12.367], [-0.919, 0.607, 9.857], [-1.811, 2.134, 10.156], [-2.638, 0.661, 10.148], [-2.285, 1.524, 12.433], [-0.788, -1.172, 11.897], [-2.437, -1.036, 12.420], [-0.561, -2.665, 14.089], [-2.251, -2.420, 13.910], [-1.436, -2.014, 15.420], [-0.563, 2.537, 12.314], [0.381, 1.438, 11.555], [-8.458, -6.907, 4.002], [-9.890, -7.053, 4.623], [-10.106, -8.476, 5.139], [-10.067, -9.315, 4.002], [-10.592, -10.572, 4.242], [-9.845, -6.139, 5.748], [-8.290, -7.531, 3.125], [-7.648, -7.229, 4.657], [-8.195, -5.912, 3.642], [-10.704, -6.737, 3.970], [-11.073, -8.435, 5.640], [-9.334, -8.710, 5.873], [-10.425, -11.251, 3.406], [-11.659, -10.534, 4.459], [-10.105, -11.036, 5.101], [-9.050, -6.407, 6.311], [-10.672, -6.315, 6.300], [-6.636, -7.091, 12.149], [-6.378, -8.033, 11.006], [-5.169, -7.550, 10.172], [-5.618, -6.419, 9.470], [-4.575, -5.774, 8.802], [-6.256, -9.412, 11.468], [-7.503, -7.481, 12.682], [-6.909, -6.065, 11.901], [-5.765, -6.967, 12.793], [-7.314, -8.066, 10.450], [-4.877, -8.313, 9.450], [-4.293, -7.423, 10.809], [-3.962, -6.392, 8.146], [-3.957, -5.435, 9.633], [-4.946, -4.865, 8.329], [-6.276, -10.003, 10.649], [-7.112, -9.707, 11.916], [3.982, 4.577, 6.852], [4.245, 3.074, 6.542], [5.378, 2.849, 5.490], [5.644, 1.456, 5.411], [6.814, 1.205, 4.668], [4.388, 2.444, 7.874], [3.765, 5.161, 5.957], [4.917, 5.001, 7.219], [3.281, 4.852, 7.640], [3.302, 2.636, 6.212], [6.259, 3.363, 5.874], [5.025, 3.270, 4.548], [6.758, 1.726, 3.712], [6.989, 0.130, 4.633], [7.690, 1.650, 5.140], [5.165, 2.899, 8.332], [4.752, 1.512, 7.743]], "forces_ev_per_angstrom": [[0.3, -0.4, 1.0], [-2.4, 0.2, -1.0], [0.9, 0.0, 1.3], [0.9, -0.6, -0.9], [0.3, 0.6, 0.3], [-0.2, -0.9, 0.4], [-0.3, 0.2, 0.1], [-0.1, 0.3, 0.1], [0.1, -0.1, -0.4], [-0.1, 0.8, 0.1], [0.2, -0.3, -0.4], [0.0, 0.4, 0.3], [-0.3, -0.6, 0.0], [-0.2, 0.0, -0.2], [0.3, 0.1, -0.6], [0.2, 0.2, 0.5], [0.2, 0.2, -0.5], [0.5, -1.5, 0.0], [0.1, -1.2, -0.5], [-0.1, 0.7, -0.1], [0.7, 0.7, 0.2], [0.4, -0.8, 0.3], [-0.2, 2.3, -0.8], [-0.2, 0.4, -0.1], [-0.3, -0.4, 0.0], [0.1, 0.3, 0.0], [0.2, -0.5, 0.0], [-0.6, 0.0, 0.3], [0.1, -0.2, 0.1], [-0.3, 0.0, 0.3], [-0.5, -0.4, -0.4], [0.2, 0.5, 0.5], [0.0, -0.4, 0.3], [0.0, 0.3, -0.2], [0.2, -0.5, -1.2], [0.0, 0.8, 0.9], [0.0, -0.2, 1.3], [0.3, 0.2, -1.3], [0.3, -0.1, 1.2], [-1.0, 0.7, -0.9], [0.1, 0.1, -0.1], [-0.2, 0.3, -0.3], [-0.3, -0.7, 0.0], [-0.2, -0.3, -0.5], [0.4, 0.1, 0.0], [-0.2, 0.4, 0.4], [-0.3, 0.3, 0.0], [0.9, -0.2, 0.4], [-0.7, -0.6, 0.2], [0.2, -0.3, -0.1], [0.6, -0.1, 0.0], [0.1, 1.0, -1.3], [-1.3, -0.6, 0.4], [-1.3, -0.6, 1.4], [1.4, -0.5, -0.5], [-0.6, 0.2, 0.7], [2.2, 0.2, -0.2], [-0.1, 0.0, -0.1], [-0.2, 0.0, 0.7], [-0.2, 0.2, 0.2], [-1.0, 0.4, -0.7], [-0.2, 0.3, -0.7], [0.4, 0.0, 0.2], [0.3, 0.1, 0.0], [0.0, 0.0, -0.2], [0.2, -0.4, 0.1], [0.5, -0.2, 0.0], [0.1, -0.1, 0.1], [0.6, -0.5, 1.3], [-2.0, -0.1, -1.2], [-0.4, 0.2, 1.9], [0.3, -0.1, -1.5], [0.6, -0.1, 0.3], [0.5, 0.2, -0.1], [-0.2, 0.3, 0.3], [0.0, 0.1, -0.6], [0.1, -0.1, 0.0], [0.6, 0.1, 0.4], [0.3, 0.1, -0.1], [0.2, -0.3, 0.1], [0.0, 0.3, 0.0], [-0.1, -0.2, -0.2], [-0.4, 0.0, 0.1], [-0.1, -0.2, -0.4], [0.1, 0.3, -0.1], [0.8, -0.2, -0.4], [1.2, -1.1, -1.8], [-1.4, 0.7, 0.0], [-0.8, 0.2, 0.8], [1.5, -0.1, 0.3], [-0.8, -0.7, 1.3], [0.1, 0.3, 0.1], [0.3, 0.0, 0.1], [-0.2, -0.1, 0.0], [-0.3, -0.2, 0.0], [-0.5, -0.4, 0.2], [0.3, -0.2, 0.1], [-0.3, 0.4, -0.7], [0.3, 0.3, 0.3], [-0.4, 0.4, -0.6], [0.0, 0.0, 0.0], [0.1, 0.7, 0.2], [1.0, 0.4, -0.8], [-1.0, 0.3, 0.4], [0.8, -0.6, 0.6], [-0.5, -1.1, 0.5], [0.3, 0.3, -0.3], [0.9, 0.2, -0.8], [0.2, -0.4, 0.1], [-0.2, 0.5, -0.4], [0.3, 0.6, 0.2], [0.0, -0.3, 0.3], [-0.4, 0.6, -0.1], [0.4, 0.0, 0.0], [-0.5, 0.0, -0.3], [0.2, -0.3, 0.2], [0.0, -0.3, 0.0], [-1.3, -0.3, 0.2], [-0.1, 0.6, 0.3], [-1.2, -0.4, -0.1], [2.5, 0.9, 0.1], [0.2, -1.1, -0.4], [-1.8, -0.8, -0.4], [-0.3, 0.7, 0.5], [-0.4, 0.6, 0.3], [-0.4, -0.3, -0.1], [-0.2, 0.7, 0.0], [0.2, -0.7, -0.1], [-0.3, -0.4, -0.3], [0.0, 0.6, -0.4], [0.2, -0.4, 0.1], [0.0, 0.4, 0.1], [0.7, -0.1, 0.1], [0.5, 0.0, 0.2], [0.3, 0.4, 0.2], [0.1, -0.2, 0.2], [0.6, 0.0, 0.6], [-1.6, 0.1, -0.1], [1.0, -1.1, 0.0], [0.3, -0.6, -0.7], [-0.2, 1.9, 1.9], [-0.1, 0.3, 0.0], [-0.2, 0.4, -0.1], [-0.1, -0.3, -0.1], [-0.1, -0.1, -0.2], [-0.3, -0.5, 0.7], [-0.1, -0.1, -0.2], [-0.5, 0.4, 0.8], [0.6, -0.9, -0.2], [0.1, -0.3, -1.5], [0.2, 0.5, 0.0], [0.2, 0.3, -0.7], [0.4, 0.1, -0.3], [1.0, -0.1, -0.4], [-1.1, -0.6, 1.1], [0.4, -1.2, 0.4], [-0.1, 0.9, 0.0], [0.3, 0.5, -1.8], [0.0, 0.3, 0.3], [-0.2, -0.1, -0.1], [-0.2, -0.2, -0.1], [-0.3, 0.1, 0.4], [0.5, -0.4, -0.1], [-0.6, 0.4, 0.4], [0.6, -0.2, -0.6], [0.1, 0.0, 0.2], [0.0, 0.2, 0.2], [0.0, -0.1, 0.1], [-0.5, -0.1, -0.1], [0.1, 0.6, 0.0], [-0.7, -2.4, -2.3], [1.0, -1.0, 2.1], [-0.6, 0.3, 1.3], [-1.0, 0.7, -0.6], [-0.1, -0.6, -0.8], [1.3, 0.8, 0.0], [-0.2, 1.0, 0.4], [0.3, -0.1, -0.8], [-0.1, 0.4, 0.3], [0.4, -0.6, -0.2], [0.8, 0.4, -0.3], [-0.5, 0.0, -0.3], [-0.4, -0.3, 0.3], [0.0, 0.4, 0.3], [0.2, 0.0, -0.2], [0.3, 0.9, 0.5], [-0.6, 0.1, 0.2], [-0.4, -1.2, 0.4], [0.4, -1.1, 0.0], [-0.4, 1.1, -0.8], [-0.3, 0.8, 0.2], [0.6, -0.6, 0.4], [0.4, 0.2, -0.3], [-0.1, -0.1, -0.6], [0.1, 0.5, 0.1], [0.0, 0.8, 0.2], [-0.3, 0.1, 0.0], [0.2, 0.0, -0.3], [-0.4, 0.3, 0.6], [0.1, 0.1, 0.1], [-0.1, -0.7, 0.1], [0.2, -0.1, -0.2], [0.0, -0.1, 0.4], [0.0, 0.0, -0.4], [-0.8, -0.6, 0.3], [-0.2, -2.8, 0.0], [-0.9, 2.7, -1.6], [0.1, -1.2, 0.5], [0.2, -0.2, 0.6], [-1.1, 0.1, -0.1], [0.2, 0.1, 0.1], [0.5, 0.2, 0.1], [-0.1, -0.4, 0.1], [0.0, -0.3, 0.5], [0.6, -0.1, 0.1], [-0.4, 0.1, -0.4], [0.5, 0.3, -0.4], [-0.4, 0.3, -0.1], [-0.1, 0.5, 0.0], [1.3, 0.9, 0.1], [0.6, 0.4, 0.0], [-0.4, -0.5, -1.3], [2.5, 0.2, 0.3], [-0.1, 1.0, -1.4], [0.1, 0.4, 0.1], [-0.1, -1.0, 0.4], [-0.6, 0.3, 0.3], [-0.4, -0.2, -0.1], [-0.3, 0.1, 0.6], [-0.4, 0.3, 0.4], [0.2, -0.2, -0.3], [-0.4, -0.6, 0.1], [0.2, -0.3, 0.1], [0.0, 0.3, -0.2], [-0.3, 0.0, 0.0], [0.1, -0.1, 0.3], [0.1, 0.2, 0.3], [-0.2, 0.3, 0.5], [-0.2, 0.3, 0.7], [-0.5, 0.3, -0.3], [-1.5, -1.2, -0.2], [-0.4, -0.4, -0.2], [0.5, 1.0, 1.3], [0.9, -0.6, 0.2], [0.2, 0.0, 0.5], [0.0, -0.1, -0.7], [0.0, -0.5, 0.3], [0.2, 0.9, -1.0], [0.0, -0.3, -0.2], [0.1, 0.6, 0.3], [-0.3, -0.2, -0.3], [0.9, 0.3, -0.3], [-0.1, -0.3, -0.3], [0.4, -0.2, -0.3], [-0.1, 0.3, 0.5], [1.2, 0.1, -0.7], [-1.2, 0.5, 1.0], [-1.1, -0.3, 1.8], [-0.2, 0.3, 0.0], [0.2, 0.4, 0.3], [1.0, 0.0, -0.6], [-0.2, -0.1, -0.1], [0.4, 0.0, 0.0], [-0.4, -0.8, -0.2], [0.1, 0.0, -0.7], [0.3, 0.2, -0.2], [0.3, 0.0, -0.3], [-0.1, -0.5, -0.5], [-0.3, 0.1, -0.4], [0.2, 0.1, 0.4], [0.2, 0.4, 0.4], [-0.2, -0.5, -0.1]], "e_homo_ev": -9.0, "orbital_gap_ev": 9.2, "max_force_ev_per_a": 3.38, "e_above_lowest_kj_mol": 928.7, "e_tot_ev": -125807.2530}